Molecular formula: C15H49ClO8Si3
Method: DFT, ωB97M-V with the def2-TZVPD basis set

* calculated total energy: -2531.6458 Eh
* lowest unoccupied orbital energy: 0.70 eV
* structure (SMILES): C[Si](C)(C)[Si@@](O)(Cl)O[SiH3].CCO.CCO.CCO.CCO.CCO.CCO

Geometry as XYZ:
```
76
Properties=species:S:1:pos:R:3:forces:R:3:mulliken_charge:R:1
Cl 0.31604 -1.01883 -4.84951 -0.05 -0.02 -0.18 -0.430
Si 0.44568 0.15806 -3.13982 -0.07 -0.08 0.33 0.344
Si 0.24526 3.20643 -3.04383 -0.03 0.10 -0.06 0.404
Si -0.89241 -0.79734 -1.42688 0.16 0.11 -0.26 0.415
O -1.87910 -3.81122 0.97825 0.02 -0.02 -0.02 -0.447
O 0.39960 -5.54193 -3.63150 -0.03 0.01 0.00 -0.492
O -3.48071 0.56868 2.61927 -0.11 -0.15 -0.06 -0.485
O -2.16470 2.60330 6.98314 -0.05 -0.03 0.04 -0.496
O 4.48717 -1.10507 -3.57620 -0.05 -0.01 -0.04 -0.551
O 0.01081 1.67456 -3.58432 0.01 -0.07 0.13 0.048
O 0.57367 4.29951 2.95541 0.00 0.07 0.07 -0.455
O 2.04020 0.22254 -2.74412 -0.27 0.01 -0.07 -0.389
C 1.03538 -5.59452 -4.90387 0.01 -0.04 0.00 -0.312
C 2.06301 -4.49336 -5.07671 -0.05 -0.03 0.07 -0.571
C -3.16938 -3.58031 1.53556 0.00 0.06 -0.02 0.104
C 1.56655 3.33624 0.93933 0.00 0.00 -0.01 -0.582
C -1.96277 -2.15594 -2.15795 -0.04 -0.05 -0.05 -1.031
C 0.28187 -1.43894 -0.12273 -0.05 0.12 0.04 -0.928
C -1.64182 1.74197 3.73695 0.02 -0.07 -0.01 -0.485
C -3.40917 -4.38306 2.79825 0.00 0.00 0.01 -1.241
C -1.46785 3.84160 6.89852 -0.01 0.01 -0.06 0.029
C -0.25874 3.89200 7.81097 0.01 -0.01 0.00 -1.089
C 4.81429 0.07452 -4.30943 -0.13 0.18 -0.08 0.127
C -1.99198 0.48515 -0.62684 -0.02 0.00 0.12 -0.506
C 0.87886 4.52399 1.58283 -0.05 -0.04 -0.03 -0.434
C 5.30331 -0.20393 -5.71525 0.03 -0.15 0.03 -1.190
C -2.78145 1.80364 2.74429 0.01 0.02 -0.06 -0.202
H -0.55470 3.80480 8.85915 0.00 0.00 0.00 0.349
H 2.59557 -0.51447 -3.02831 0.26 -0.08 0.16 0.247
H 1.57400 -3.52060 -5.00562 0.09 0.04 -0.03 -0.015
H -2.14323 4.67738 7.11154 -0.01 -0.01 0.00 0.275
H -0.94655 0.94814 3.45580 0.00 0.00 0.01 0.210
H 0.78881 -0.59148 0.34564 0.05 -0.04 0.01 0.309
H -3.47290 2.61536 2.99595 -0.02 -0.03 0.03 0.290
H -1.09904 2.68819 3.73386 0.02 -0.02 0.01 -0.002
H 1.65544 3.41513 -2.65202 -0.01 0.00 -0.01 -0.129
H 2.82201 -4.55450 -4.29607 0.00 0.01 -0.01 0.238
H -0.03530 -4.68702 -3.54662 0.01 0.01 0.00 0.274
H 1.48238 5.43040 1.46547 0.01 0.00 0.02 0.325
H -3.89699 0.35112 3.45847 0.07 0.08 0.06 0.302
H 6.25479 -0.74147 -5.70517 0.00 0.00 -0.01 0.334
H -2.59695 -0.02706 0.12874 -0.05 0.08 0.00 0.184
H 1.04539 -2.12023 -0.49943 -0.05 -0.04 -0.03 0.310
H -2.48171 2.48676 7.88384 0.02 0.03 0.02 0.287
H 0.94872 2.44181 1.03162 0.00 -0.01 0.01 0.081
H 3.87793 0.62880 -4.33861 0.08 0.13 -0.06 0.137
H -3.37685 -5.45548 2.59168 0.00 0.00 0.00 0.357
H -3.19894 -2.51063 1.74836 -0.02 -0.01 0.01 0.079
H 1.75026 3.52308 -0.12021 0.00 0.00 0.02 0.081
H -2.66605 0.98388 -1.32461 0.02 -0.03 -0.03 0.420
H -2.00128 1.54903 4.74946 0.00 0.02 -0.01 0.263
H 5.53847 0.68684 -3.76282 0.01 -0.08 0.06 0.276
H 1.50099 -6.57939 -4.95078 0.02 0.02 -0.01 0.298
H -1.59561 -2.50926 -3.12268 0.03 -0.02 0.02 0.313
H -1.16479 3.92640 5.85475 0.01 0.02 0.02 0.079
H -2.98106 -1.79152 -2.31301 0.02 0.01 -0.02 0.331
H 2.53060 3.13788 1.41370 0.00 -0.01 0.00 0.434
H -0.10925 4.13457 -4.13314 0.00 0.00 0.01 -0.188
H -0.62113 3.47846 -1.87300 0.03 -0.03 -0.01 -0.142
H -0.08464 4.70978 1.10688 0.02 0.01 -0.02 0.254
H 0.29077 -5.54644 -5.70656 -0.01 0.00 0.01 0.245
H -1.79531 -4.74264 0.75079 -0.03 -0.02 0.03 0.251
H -1.41347 1.24973 -0.10425 0.05 0.02 -0.07 -0.206
H 5.45520 0.73228 -6.25401 0.00 0.01 0.01 0.342
H 2.55286 -4.56060 -6.04960 -0.01 0.00 -0.01 0.360
H -2.65030 -4.15323 3.54628 0.00 -0.01 0.00 0.304
H -4.39136 -4.15451 3.21547 0.00 0.00 0.00 0.355
H 5.26510 -1.66312 -3.49147 0.00 -0.01 0.01 0.262
H -2.40262 2.00087 1.74184 0.00 0.08 0.03 0.120
H 4.57443 -0.80470 -6.25998 0.00 0.01 -0.01 0.290
H 0.42765 3.07719 7.57957 0.00 0.00 0.01 0.286
H 1.39200 4.14354 3.43668 0.04 -0.01 -0.05 0.276
H -3.94943 -3.79001 0.79519 0.01 0.00 -0.01 0.270
H -2.01031 -2.99734 -1.46351 0.00 0.02 0.01 0.252
H 0.27013 4.83939 7.69320 0.00 0.00 0.00 0.316
H -0.31532 -1.95285 0.63375 0.11 -0.07 0.02 0.260
```
Positions in Å, forces in eV/Å.